Record 1
DFT (ωB97M-V/def2-TZVPD) results for a 2-piece molecular cluster, C9H13NO2 overall.

Geometry (Å):
C1 -2.4364 3.4037 -0.6447
C2 -0.9497 -0.0574 -0.0202
C3 -1.5360 1.0389 -0.6437
C4 -0.6008 0.0419 1.3196
C5 -1.8292 2.2067 0.0403
C6 -0.9678 1.1654 2.0432
C7 -1.5396 2.2497 1.4047
O1 -0.0429 -0.9810 2.0237
H1 -0.6610 -0.8942 -0.6380
H2 -1.8428 0.9174 -1.6789
H3 0.2824 -1.6667 1.4315
H4 -0.8153 1.1535 3.1079
H5 -2.5607 3.2302 -1.7117
H6 -1.7644 4.2596 -0.5797
H7 -1.7430 3.1383 1.9846
H8 -3.4134 3.6557 -0.2371
C8 2.6816 -0.7988 -1.5728
C9 2.3230 -2.1804 -1.1046
O2 2.9603 -2.7501 -0.2372
N1 1.2362 -2.7534 -1.6855
H9 0.9501 -3.6709 -1.3855
H10 0.6685 -2.3632 -2.4179
H11 2.5578 -0.0716 -0.7684
H12 2.1160 -0.4425 -2.4333
H13 3.7216 -0.7933 -1.8897

HOMO	-8.42	eV
lowest unoccupied orbital energy	0.60	eV
energy above the lowest of the compared OMol25 structures with the same formula, charge and spin	0.1256	eV
E_tot	-15129.506	eV
max |F|	0.88	eV/Å
SMILES	Cc1ccc(O)cc1.CC(N)=O

Atom charges from the Mulliken analysis, given in e for atoms 1 to 6:
1 C -1.385
2 C -0.388
3 C -0.544
4 C 0.599
5 C 0.505
6 C -0.510

Record 2
DFT (ωB97M-V/def2-TZVPD) results for C15H25BCl5NRhSi2Te as an isolated structure.

Geometry (Å):
Rh1 -1.2505 -1.0712 -2.5719
Cl1 -1.3673 -3.7566 -3.6034
C1 0.2958 -3.1886 -3.6928
C2 0.4923 -1.8969 -3.2381
C3 1.7667 -1.3664 -3.3217
Cl2 2.0207 0.2745 -2.8187
C4 2.8307 -2.1142 -3.8211
Cl3 4.4068 -1.4484 -3.9055
C5 2.5975 -3.4246 -4.2584
Cl4 3.8843 -4.3606 -4.8738
C6 1.3112 -3.9758 -4.2040
Cl5 0.9965 -5.5628 -4.7536
C7 1.3437 3.4214 -0.9426
Si1 1.6051 3.0027 0.8584
C8 3.2286 3.6433 1.5035
C9 0.1497 3.5061 1.9030
C10 1.7616 1.0717 0.9739
Te1 0.1150 0.1179 0.1254
C11 -1.1827 0.0111 1.7518
Si2 -1.6469 -1.8090 2.1231
C12 -2.3511 -2.4720 0.5180
C13 -2.9036 -1.7716 3.4903
C14 -0.0816 -2.7093 2.5962
H1 1.2728 4.5042 -1.0620
H2 0.4146 3.0049 -1.3369
H3 2.1790 3.0812 -1.5684
H4 3.2325 4.7336 1.4844
H5 4.0699 3.2990 0.9015
H6 3.3992 3.3325 2.5350
H7 0.0858 4.5953 1.9360
H8 0.2520 3.1577 2.9329
H9 -0.7996 3.1473 1.4976
H10 1.8203 0.7344 2.0104
H11 2.6370 0.7321 0.4198
H12 -2.0698 0.5727 1.4551
H13 -0.7060 0.5255 2.5852
H14 -3.1762 -1.8508 0.1610
H15 -2.7406 -3.4812 0.6563
H16 -1.5946 -2.5383 -0.2718
H17 -3.7863 -1.1982 3.2057
H18 -2.4912 -1.3277 4.3968
H19 -3.2277 -2.7835 3.7353
H20 0.6580 -2.7132 1.7909
H21 -0.2972 -3.7523 2.8319
H22 0.3822 -2.2667 3.4786
B1 -3.0201 2.4870 -0.2769
C15 -2.8124 1.2519 -1.2072
N1 -2.5586 0.3703 -1.9194
H23 -3.9219 3.1228 -0.7198
H24 -3.2533 2.0627 0.8297
H25 -1.9703 3.0763 -0.3199

HOMO (alpha / beta)	-12.24 / -12.24	eV
net charge	+1
lowest unoccupied orbital energy (alpha / beta)	-3.02 / -6.23	eV
spin multiplicity	5
energy above the lowest of the compared OMol25 structures with the same formula, charge and spin	0.0000	eV
E_tot	-106787.266	eV
max |F|	0.36	eV/Å

Atom charges from the Mulliken analysis, given in e for atoms 1 to 6:
1 Rh -0.046
2 Cl -0.175
3 C 0.834
4 C -0.852
5 C 1.239
6 Cl -0.117

Record 3
DFT (ωB97M-V/def2-TZVPD) results for one molecule with the formula C3H6FN3 in a non-equilibrium geometry.

Geometry (Å):
C1 0.9029 -0.8285 -0.0863
C2 -1.2940 0.0664 0.3538
C3 -0.4332 1.1292 -0.3828
N1 1.8529 -1.6773 -0.1650
N2 -0.3545 -1.0293 0.3869
N3 0.9472 0.6272 -0.3866
F1 1.5775 1.4177 0.6912
H1 -1.7016 0.2933 1.4295
H2 -2.1525 -0.1550 -0.1468
H3 -0.7869 1.1977 -1.4060
H4 -0.4579 2.2222 -0.0999
H5 2.7195 -1.3093 -0.7064
H6 -0.8193 -1.9544 0.5182

HOMO	-9.25	eV
lowest unoccupied orbital energy	0.83	eV
energy above the lowest of the compared OMol25 structures with the same formula, charge and spin	2.4564	eV
E_tot	-10393.157	eV
max |F|	4.25	eV/Å
SMILES	[H]/N=C1/NCCN1F

Atom charges from the Mulliken analysis, given in e for atoms 1 to 6:
1 C 0.479
2 C -0.460
3 C -0.347
4 N -0.681
5 N -0.214
6 N -0.168

Record 4
DFT (ωB97M-V/def2-TZVPD) results for one molecule with the formula C16H17ClN2O3 in a non-equilibrium geometry.

Geometry (Å):
O1 1.7559 0.4757 3.6768
O2 -1.1832 1.8135 0.5249
Cl1 3.7048 0.4961 1.1657
O3 2.3518 -0.1862 -3.1548
C1 1.2430 0.7605 2.6190
C2 -0.1553 1.3907 1.0579
C3 2.0100 0.7996 1.3725
C4 1.1194 1.1664 0.3985
C5 -3.0389 -2.6710 3.5319
C6 -2.0091 -2.3166 4.4150
C7 -3.4707 -1.7207 2.6094
C8 -1.3740 -1.0740 4.3904
C9 -2.8246 -0.4965 2.5443
C10 -1.8168 -0.1182 3.4700
N1 -0.0657 1.1812 2.4066
N2 1.5385 1.3125 -0.9252
C11 -1.1877 1.2265 3.3662
C12 2.6126 -0.7152 -4.4751
C13 0.5181 0.9643 -1.9710
C14 1.4975 -0.1939 -5.3712
C15 0.4664 0.3579 -4.4456
C16 1.3260 0.7962 -3.2952
H1 -3.4316 -3.6723 3.5548
H2 -1.6677 -3.0852 5.0906
H3 -4.1957 -2.0096 1.9408
H4 -0.5518 -0.9228 5.0471
H5 -3.1955 0.2548 1.8673
H6 2.4492 0.9291 -1.0734
H7 -1.9282 1.9396 3.0441
H8 -0.8584 1.5775 4.3557
H9 3.5876 -0.4113 -4.8437
H10 2.5838 -1.8172 -4.4799
H11 -0.1741 1.7924 -2.0569
H12 -0.0167 0.0667 -1.7093
H13 1.0960 -1.0184 -6.0232
H14 1.8694 0.5996 -6.0185
H15 -0.2953 -0.4276 -4.1829
H16 -0.0642 1.1891 -4.9088
H17 1.7753 1.7665 -3.5148

HOMO	-8.67	eV
lowest unoccupied orbital energy	-0.36	eV
energy above the lowest of the compared OMol25 structures with the same formula, charge and spin	1.4641	eV
E_tot	-38512.626	eV
max |F|	4.65	eV/Å
SMILES	O=C1C(Cl)=C(NC[C@@H]2CCCO2)C(=O)N1Cc1ccccc1

Atom charges from the Mulliken analysis, given in e for atoms 1 to 6:
1 O -0.642
2 O -0.651
3 Cl -0.210
4 O -0.433
5 C 0.233
6 C 0.173

Record 5
DFT (ωB97M-V/def2-TZVPD) results for one molecule with the formula C21H24N4O5S in a non-equilibrium geometry.

Geometry (Å):
C1 -6.6095 -1.5092 -0.8512
H1 -6.5047 -1.4020 -1.9347
O1 -5.3627 -1.7047 -0.2290
C2 -4.4002 -0.7548 -0.3792
C3 -4.5890 0.4434 -1.0567
C4 -3.5459 1.3379 -1.1596
C5 -2.3075 1.0611 -0.6002
C6 -2.0827 -0.1593 0.0755
C7 -3.1508 -1.0581 0.1977
O2 -2.9817 -2.2749 0.8348
C8 -3.7131 -2.4444 2.0338
H2 -3.4080 -3.4123 2.4278
H3 -4.7901 -2.4458 1.8553
H4 -3.4680 -1.6598 2.7592
O3 -0.8179 -0.3509 0.5036
C9 -0.4150 -1.5477 1.1399
H5 0.6611 -1.4523 1.2766
H6 -0.8873 -1.6633 2.1174
H7 -0.6315 -2.4217 0.5244
C10 -1.2600 2.0524 -0.7340
N1 -1.2085 2.8999 -1.7329
O4 -0.1059 3.6629 -1.4995
C11 0.4359 3.2229 -0.3552
N2 -0.2378 2.2412 0.1562
C12 1.6808 3.8890 0.1429
N3 2.8334 3.0604 0.3982
C13 2.9015 2.3616 1.6662
C14 2.1881 1.0076 1.6464
N4 2.7109 0.1960 0.5629
C15 3.2961 -0.9878 0.8332
O5 3.4875 -1.3830 1.9736
C16 3.6735 -1.8455 -0.3181
C17 4.8749 -2.4592 -0.5120
C18 4.8789 -3.3315 -1.6221
C19 3.6723 -3.3920 -2.2396
S1 2.5060 -2.3760 -1.4895
H8 3.3858 -3.9756 -3.0917
H9 5.7406 -3.8916 -1.9375
H10 5.7268 -2.2811 0.1189
C20 2.6110 0.8247 -0.7314
H11 1.5536 0.9110 -1.0002
C21 3.2806 2.2135 -0.6858
H12 4.3589 2.0672 -0.5512
H13 3.1188 2.7281 -1.6347
H14 3.1149 0.2204 -1.4855
H15 1.1158 1.1531 1.4837
H16 2.3620 0.4688 2.5787
H17 3.9640 2.2030 1.8832
H18 2.4797 2.9937 2.4480
H19 1.9573 4.6322 -0.6145
H20 1.4392 4.4183 1.0695
H21 -3.6759 2.2734 -1.6791
H22 -5.5389 0.6822 -1.5044
H23 -7.1296 -0.6355 -0.4454
H24 -7.1878 -2.4057 -0.6323

HOMO	-8.31	eV
lowest unoccupied orbital energy	0.65	eV
energy above the lowest of the compared OMol25 structures with the same formula, charge and spin	5.5611	eV
E_tot	-49197.176	eV
max |F|	1.12	eV/Å
SMILES	COc1ccc(-c2noc(CN3CCN(C(=O)c4cccs4)CC3)n2)c(OC)c1OC

Atom charges from the Mulliken analysis, given in e for atoms 1 to 6:
1 C -1.000
2 H 0.379
3 O -0.422
4 C 0.964
5 C -0.532
6 C -1.352